12 unconnected molecules or ions with the total composition C48H72O36 in a non-equilibrium geometry, computed with ωB97M-V with the def2-TZVPD basis set.

HOMO level (eV): -10.390
HOMO-LUMO gap (eV): 10.6
Electronic energy (eV): -124658.7036

Last column: Mulliken charge in e.
Cartesian coordinates (Å):
C  -14.190  -2.159  -21.735  -1.287
C  -14.076  -3.664  -21.679  0.356
C  -12.863  -4.241  -22.397  -0.062
O  -12.400  -5.264  -21.507  -0.243
C  -12.937  -5.066  -20.285  0.537
O  -12.548  -5.576  -19.282  -0.441
O  -13.846  -4.068  -20.314  -0.345
H  -14.894  -1.810  -20.981  0.372
H  -14.549  -1.814  -22.704  0.394
H  -13.200  -1.746  -21.541  0.195
H  -14.998  -4.163  -21.988  0.268
H  -12.047  -3.519  -22.487  -0.085
H  -13.104  -4.604  -23.393  0.364
C  -12.032  -7.696  -13.451  -1.016
C  -12.715  -8.838  -12.718  0.472
C  -13.605  -9.673  -13.674  -0.579
O  -13.093  -11.013  -13.562  -0.319
C  -11.994  -11.026  -12.809  0.665
O  -11.310  -11.981  -12.591  -0.533
O  -11.721  -9.798  -12.332  -0.338
H  -12.771  -7.058  -13.935  0.509
H  -11.259  -8.062  -14.119  -0.147
H  -11.581  -7.050  -12.690  0.318
H  -13.294  -8.476  -11.872  0.358
H  -13.550  -9.365  -14.715  0.266
H  -14.639  -9.696  -13.334  0.359
C  -7.946  -11.394  -11.541  -1.745
C  -8.013  -10.540  -12.772  2.304
C  -8.402  -9.073  -12.548  -0.342
O  -7.640  -8.388  -13.536  0.305
C  -6.539  -9.143  -13.808  0.356
O  -5.566  -8.719  -14.350  -0.637
O  -6.683  -10.389  -13.342  -0.413
H  -8.961  -11.743  -11.318  0.353
H  -7.634  -10.866  -10.640  0.402
H  -7.342  -12.289  -11.678  0.414
H  -8.652  -10.979  -13.538  -1.356
H  -8.210  -8.756  -11.523  0.661
H  -9.463  -9.039  -12.787  -0.303
C  -11.073  -14.201  -16.833  -1.666
C  -10.682  -13.200  -15.775  0.339
C  -9.258  -12.635  -15.864  0.021
O  -9.463  -11.228  -16.027  0.369
C  -10.766  -10.904  -15.962  0.131
O  -11.195  -9.799  -16.091  -0.497
O  -11.506  -12.024  -15.966  -0.409
H  -10.520  -15.133  -16.742  0.393
H  -11.070  -13.788  -17.841  0.348
H  -12.125  -14.445  -16.651  0.421
H  -10.991  -13.586  -14.804  0.298
H  -8.749  -12.986  -16.759  0.106
H  -8.664  -12.775  -14.963  0.312
C  -10.225  -3.397  -18.473  -0.043
C  -10.771  -2.131  -17.893  0.258
C  -10.749  -0.872  -18.770  0.156
O  -12.027  -0.285  -18.550  -0.379
C  -12.786  -1.092  -17.772  0.591
O  -13.858  -0.813  -17.344  -0.574
O  -12.168  -2.275  -17.570  -0.377
H  -9.181  -3.256  -18.755  0.197
H  -10.784  -3.716  -19.359  -0.387
H  -10.292  -4.257  -17.812  0.216
H  -10.291  -1.941  -16.926  0.223
H  -10.586  -1.076  -19.827  -0.104
H  -9.962  -0.218  -18.397  0.277
C  -4.918  -12.942  -22.373  -1.678
C  -5.156  -12.080  -21.150  0.918
C  -6.296  -11.058  -21.264  0.592
O  -7.216  -11.390  -20.206  -0.156
C  -6.828  -12.518  -19.607  0.528
O  -7.362  -13.046  -18.676  -0.628
O  -5.709  -13.002  -20.163  -0.399
H  -4.819  -12.295  -23.249  0.376
H  -5.759  -13.607  -22.563  0.393
H  -3.997  -13.513  -22.285  0.402
H  -4.230  -11.635  -20.797  -0.037
H  -6.854  -11.124  -22.192  -0.302
H  -5.952  -10.033  -21.143  -0.122
C  -3.876  -12.053  -15.548  -1.492
C  -4.372  -11.865  -16.959  0.694
C  -5.382  -10.732  -17.189  0.924
O  -4.779  -9.935  -18.212  -0.191
C  -3.606  -10.466  -18.606  0.412
O  -2.897  -9.985  -19.432  -0.522
O  -3.298  -11.533  -17.844  -0.405
H  -3.444  -11.142  -15.140  0.351
H  -3.154  -12.869  -15.535  0.403
H  -4.726  -12.381  -14.945  0.303
H  -4.855  -12.788  -17.295  0.190
H  -5.568  -10.131  -16.297  -0.491
H  -6.337  -11.088  -17.569  -0.249
C  -1.825  -7.204  -20.814  -1.639
C  -3.122  -7.064  -21.562  0.914
C  -4.238  -6.290  -20.878  0.065
O  -4.764  -5.474  -21.948  -0.188
C  -3.880  -5.430  -22.969  0.564
O  -3.910  -4.630  -23.849  -0.586
O  -2.886  -6.317  -22.775  -0.428
H  -1.975  -7.522  -19.784  0.308
H  -1.345  -6.222  -20.788  0.445
H  -1.146  -7.883  -21.323  0.363
H  -3.543  -8.024  -21.877  0.078
H  -3.874  -5.582  -20.125  0.318
H  -5.054  -6.869  -20.455  -0.249
C  -5.624  -4.442  -12.608  -1.621
C  -6.658  -5.455  -13.095  1.528
C  -7.859  -5.576  -12.172  -0.499
O  -8.976  -5.609  -13.114  -0.290
C  -8.583  -5.105  -14.300  0.628
O  -9.306  -4.862  -15.213  -0.531
O  -7.239  -4.999  -14.344  -0.366
H  -5.584  -4.411  -11.520  0.390
H  -5.762  -3.456  -13.043  0.360
H  -4.647  -4.793  -12.945  0.396
H  -6.160  -6.364  -13.423  -0.444
H  -8.006  -4.703  -11.539  0.412
H  -7.995  -6.515  -11.647  0.091
C  -8.365  -8.021  -16.499  -0.276
C  -8.771  -8.228  -17.934  1.285
C  -9.527  -7.042  -18.479  -0.404
O  -9.066  -6.896  -19.844  -0.127
C  -7.945  -7.633  -19.969  -0.239
O  -7.296  -7.750  -20.969  -0.143
O  -7.593  -8.164  -18.790  -0.211
H  -7.687  -8.789  -16.139  -0.420
H  -9.290  -7.986  -15.924  -0.158
H  -7.847  -7.063  -16.431  0.521
H  -9.251  -9.199  -18.059  -0.114
H  -9.395  -6.092  -17.960  -0.483
H  -10.617  -7.114  -18.510  0.458
C  -9.078  -7.975  -25.595  -1.497
C  -8.158  -8.531  -24.555  1.229
C  -7.968  -10.067  -24.666  -0.379
O  -6.555  -10.241  -24.550  -0.342
C  -5.929  -9.048  -24.684  0.665
O  -4.754  -8.916  -24.767  -0.560
O  -6.812  -8.040  -24.687  -0.313
H  -8.603  -8.086  -26.571  0.344
H  -9.237  -6.903  -25.479  0.323
H  -10.053  -8.455  -25.527  0.366
H  -8.415  -8.325  -23.514  -0.329
H  -8.238  -10.450  -25.649  0.308
H  -8.496  -10.539  -23.845  0.345
C  -7.968  -5.089  -23.249  -1.213
C  -8.718  -4.323  -22.202  1.439
C  -7.813  -3.562  -21.200  0.352
O  -8.325  -2.235  -21.261  -0.392
C  -9.401  -2.173  -22.084  0.471
O  -10.123  -1.229  -22.136  -0.556
O  -9.472  -3.275  -22.840  -0.491
H  -7.214  -4.422  -23.676  0.398
H  -8.567  -5.424  -24.099  -0.006
H  -7.488  -5.994  -22.879  0.161
H  -9.415  -4.976  -21.672  -0.152
H  -6.762  -3.682  -21.462  0.282
H  -7.932  -4.008  -20.213  -0.234